(1)
Density functional theory data (ωB97M-V/def2-TZVPD) for a 2-piece molecular cluster, C6H7N3O2PS overall at a distorted geometry.

Calculated values
- LUMO (spin up / spin down) (eV) = 2.32 / 2.32
- HOMO (spin up / spin down) (eV) = -4.34 / -4.34
- E (a.u.) = -1287.20196
- energy above the lowest of the compared OMol25 structures with the same formula, charge and spin (eV) = 0.643

```
! RIJCOSX wB97M-V def2-TZVPD def2/J DEFGRID3
* xyz -1 1
H -4.328 -1.204 -2.734
C -1.259 -1.825 -2.621
N 4.157 2.646 2.218
C -3.272 -1.315 -2.442
C 3.326 1.827 2.157
H -0.217 -2.366 -2.719
H 2.652 -0.038 2.915
H -2.766 0.479 -1.216
H 0.481 1.988 2.160
O 1.224 -0.885 -1.147
H 2.456 0.194 1.159
N -2.390 -2.167 -3.089
H 0.883 1.243 3.683
C 2.348 0.729 2.148
O -0.118 1.420 -1.154
C 0.860 1.061 2.531
S -0.169 -0.404 2.409
P -0.004 -0.030 -1.001
N -1.269 -0.811 -1.735
C -2.594 -0.542 -1.522
*
```

***

(2)
Density functional theory data (ωB97M-V/def2-TZVPD) for one molecule with the formula C7H6 at a distorted geometry.

Calculated values
- LUMO (eV) = -0.45
- HOMO (eV) = -8.90
- E (a.u.) = -270.14175
- energy above the lowest of the compared OMol25 structures with the same formula, charge and spin (eV) = 2.567

```
! RIJCOSX wB97M-V def2-TZVPD def2/J DEFGRID3
* xyz 0 1
C -1.936 -0.228 0.008
H 2.117 -0.660 -0.990
H 0.405 2.140 -0.097
C 0.454 -0.064 0.130
C -0.062 1.160 0.024
H -2.168 1.845 -0.108
C -0.689 -1.019 0.073
H -3.010 -0.412 0.091
C -0.100 -2.227 -0.024
C -1.529 1.052 0.029
H 2.109 -1.437 0.544
C 1.883 -0.474 -0.010
H 2.527 0.324 0.330
*
```

***

(3)
Density functional theory data (ωB97M-V/def2-TZVPD) for a 2-piece molecular cluster, C9H14O overall at a distorted geometry.

Calculated values
- structure (SMILES) = Cc1ccc(O)cc1.CC
- LUMO (eV) = 0.86
- HOMO (eV) = -8.26
- E (a.u.) = -426.53677
- energy above the lowest of the compared OMol25 structures with the same formula, charge and spin (eV) = 0.980

```
! RIJCOSX wB97M-V def2-TZVPD def2/J DEFGRID3
* xyz 0 1
H 0.023 -2.750 0.464
C -1.470 2.701 -0.254
H 1.288 -2.457 -2.145
O -2.208 1.757 -2.224
H -2.270 1.037 -2.817
C 0.779 -3.154 -1.468
C 1.061 1.617 2.254
C -0.164 0.304 0.469
H 1.800 -2.213 0.241
C 0.019 1.460 1.198
H -1.063 -0.609 -1.172
H 1.155 -4.090 -1.888
C -1.580 1.532 -1.025
C 1.003 -2.917 0.029
C -0.644 2.681 0.853
H 0.407 -0.582 0.692
H -0.279 -3.136 -1.736
H 0.779 2.412 2.964
H 1.332 -3.856 0.488
H 1.407 0.851 2.958
H 2.032 2.002 1.915
H -0.490 3.478 1.563
H -1.949 3.574 -0.674
C -0.968 0.356 -0.684
*
```

***

(4)
Density functional theory data (ωB97M-V/def2-TZVPD) for C36H33BN13O7W as an isolated structure.

Calculated values
- LUMO (spin up / spin down) (eV) = -6.91 / -6.61
- HOMO (spin up / spin down) (eV) = -13.86 / -13.87
- E (a.u.) = -2721.62379
- energy above the lowest of the compared OMol25 structures with the same formula, charge and spin (eV) = 0.494

```
! RIJCOSX wB97M-V def2-TZVPD def2/J DEFGRID3
* xyz 2 2
H -0.806 5.071 1.302
N 1.675 5.091 -0.805
C 2.104 -3.561 -3.250
N 0.233 -3.206 0.668
C 0.538 2.088 3.722
C 1.465 -3.289 -5.666
O 0.488 -0.820 -1.766
C -0.813 0.888 -5.602
H -0.198 7.545 0.345
C -2.427 -0.886 -5.336
C 3.939 1.429 -1.024
N 0.370 1.121 1.724
O -3.148 -1.905 0.842
N 1.192 -2.806 1.367
C -1.877 -6.198 0.321
N 1.951 2.202 -0.433
O -0.423 -2.378 -0.094
C -1.472 -4.874 0.289
H -6.690 1.324 -0.451
H 3.402 3.614 -0.950
C -5.712 1.397 0.000
C 3.092 0.377 -0.718
H -1.323 -8.222 0.752
N -0.504 2.534 -0.771
H 1.137 0.512 -4.760
W 0.139 -0.350 0.152
N 0.756 -1.893 -3.745
C -1.799 1.164 -1.850
O -5.545 4.914 0.366
C -3.655 0.434 0.783
H 1.904 7.078 -1.363
C 0.300 -6.870 1.115
H 4.967 1.379 -1.335
C -0.997 -7.191 0.728
H -2.152 -4.080 0.013
H 0.245 -0.108 3.425
N 1.891 0.848 -0.360
H 3.799 -4.495 -4.147
H -3.683 3.791 1.293
C -3.994 2.801 0.991
H 0.979 -7.647 1.436
H 3.288 -0.682 -0.728
C -2.088 0.377 -5.806
H -3.419 -1.281 -5.503
C -2.794 -0.768 0.898
C -3.202 1.687 1.191
C 1.354 6.368 -0.766
N 0.524 2.450 1.537
C -0.173 -4.583 0.675
C -0.033 5.374 0.612
C 1.036 -1.791 -2.427
C 0.728 -5.556 1.093
H -2.199 0.210 -2.158
H 1.731 -5.290 1.395
H 0.824 4.106 2.801
C -1.278 3.278 -1.567
B 0.720 2.983 0.093
H -1.731 -2.632 -4.279
C 0.136 0.134 -4.929
H -2.889 -6.453 0.039
H 0.765 -2.646 -6.189
H 0.590 2.236 4.786
C 0.275 6.607 0.112
H 2.321 -3.053 -1.121
N 1.397 -2.999 -4.239
H -5.254 -0.701 -0.078
N -0.815 1.229 -0.942
C 0.365 0.892 3.042
C -4.914 0.285 0.209
N -6.049 3.838 0.117
H -2.823 0.963 -6.343
N 0.830 4.470 0.058
O -7.151 3.662 -0.351
C 0.651 3.046 2.732
O -1.470 -0.436 1.121
C 1.893 -2.838 -2.085
C -0.214 -1.125 -4.469
H -2.881 2.724 -2.988
H 2.472 -3.106 -6.038
C -1.487 -1.646 -4.656
C -2.132 2.440 -2.270
H 2.399 -5.552 -3.963
C 3.176 2.568 -0.830
H 1.188 -4.327 -5.840
H 3.368 -5.113 -2.550
C -5.224 2.634 0.381
H -2.237 1.787 1.669
C 2.965 -4.748 -3.491
O 1.369 -1.497 1.208
H -1.169 4.350 -1.592
H -0.555 1.870 -5.974
*
```

***

(5)
Density functional theory data (ωB97M-V/def2-TZVPD) for a 2-piece molecular cluster, CH5N2O overall at a distorted geometry.

Calculated values
- LUMO (spin up / spin down) (eV) = 5.07 / 5.06
- HOMO (spin up / spin down) (eV) = -1.35 / -1.01
- E (a.u.) = -225.67744
- energy above the lowest of the compared OMol25 structures with the same formula, charge and spin (eV) = 5.303

```
! RIJCOSX wB97M-V def2-TZVPD def2/J DEFGRID3
* xyz -1 1
H 1.018 1.241 -0.621
H -1.475 -1.121 0.671
C -0.954 -0.320 0.344
H -1.567 0.519 0.367
N 1.385 0.522 -1.213
N 0.302 -0.303 -1.784
O 0.687 -1.451 -2.048
H 0.025 -0.137 1.012
H 2.285 0.052 -0.894
*
```

***

(6)
Density functional theory data (ωB97M-V/def2-TZVPD) for one molecule with the formula C6H8OS.

Calculated values
- structure (SMILES) = S[C@@H]1C=CC[C@]12CO2
- LUMO (eV) = 0.75
- HOMO (eV) = -9.19
- E (a.u.) = -706.79099
- energy above the lowest of the compared OMol25 structures with the same formula, charge and spin (eV) = 1.501

```
! RIJCOSX wB97M-V def2-TZVPD def2/J DEFGRID3
* xyz 0 1
C 1.005 -1.726 -0.269
H 1.724 -1.851 -1.073
H -0.890 -0.532 1.684
H -2.172 -2.034 0.089
H 1.956 1.057 -0.609
C 0.018 1.921 -0.104
H 0.151 2.984 -0.312
O 1.476 -0.982 0.852
C -0.921 1.388 0.671
H 0.706 0.800 -1.831
H 0.408 -2.608 -0.018
C 0.491 -0.382 0.010
C 0.900 0.878 -0.734
C -0.865 -0.119 0.669
H -1.681 1.947 1.242
S -2.305 -0.741 -0.267
*
```

***

(7)
Density functional theory data (ωB97M-V/def2-TZVPD) for a 7-piece molecular cluster, C20H44ClN4O10 overall at a distorted geometry.

Calculated values
- LUMO (eV) = 5.55
- HOMO (eV) = 1.62
- E (a.u.) = -2219.52227
- energy above the lowest of the compared OMol25 structures with the same formula, charge and spin (eV) = 4.221

```
! RIJCOSX wB97M-V def2-TZVPD def2/J DEFGRID3
* xyz -3 1
C -17.178 1.077 -11.419
N -13.700 1.663 -11.944
H -17.076 -0.996 -11.013
C -10.926 0.835 -19.627
C -8.371 -1.520 -13.079
H -16.186 5.167 -10.911
C -9.058 -2.612 -12.216
H -13.135 2.183 -12.600
C -17.575 2.661 -14.069
N -12.508 1.746 -17.976
C -11.165 -1.191 -12.263
H -15.760 2.425 -9.812
O -13.162 4.148 -13.730
H -10.463 4.158 -11.870
H -12.888 1.503 -20.079
H -18.196 3.268 -12.207
O -12.374 -1.012 -11.767
C -17.224 3.140 -12.684
C -10.432 -2.266 -11.790
C -12.405 2.973 -8.882
H -11.810 2.795 -19.569
H -10.523 2.833 -10.845
N -10.004 3.653 -11.125
H -18.620 2.839 -14.321
H -8.632 0.398 -14.081
H -13.802 2.994 -16.657
C -16.125 3.095 -10.590
C -13.577 2.882 -17.717
H -17.435 1.600 -14.275
H -15.471 2.065 -18.347
O -12.302 5.357 -15.652
H -17.085 3.349 -10.140
H -13.184 3.878 -17.922
H -12.123 4.755 -7.641
H -13.868 0.228 -18.118
H -17.931 1.334 -10.674
H -9.031 3.466 -11.319
H -16.938 4.185 -12.802
H -10.480 1.320 -20.495
C -11.477 3.927 -7.932
C -9.140 -0.410 -13.575
H -15.025 4.815 -9.754
O -12.176 6.215 -13.476
H -9.942 4.151 -10.249
C -14.825 2.886 -18.658
H -12.322 -0.323 -17.565
O -11.829 2.028 -9.766
H -13.317 2.053 -11.095
H -10.243 0.768 -18.780
H -11.211 -0.189 -19.872
H -13.192 -0.438 -15.438
O -7.191 -1.652 -13.324
O -10.920 0.877 -13.543
O -10.281 4.500 -8.403
H -10.839 -2.970 -11.080
H -12.954 3.613 -9.573
H -14.574 4.385 -11.445
H -16.246 0.016 -9.765
C -12.084 1.756 -19.387
H -14.636 2.734 -19.721
O -11.002 4.338 -13.882
C -13.428 0.504 -15.934
H -15.378 3.782 -18.377
H -13.367 0.710 -11.965
C -13.032 0.500 -17.474
C -10.471 -0.292 -13.228
H -13.224 2.566 -8.289
H -17.922 0.726 -12.134
C -15.383 4.455 -10.718
C -16.522 -0.079 -10.815
Cl -12.202 5.038 -14.228
H -12.876 1.315 -15.458
H -16.972 3.259 -14.753
H -14.696 1.759 -12.077
O -8.483 -3.667 -11.889
N -16.453 2.312 -11.802
H -14.458 0.706 -15.643
H -15.557 -0.348 -11.245
H -11.270 3.503 -6.950
*
```

***

(8)
Density functional theory data (ωB97M-V/def2-TZVPD) for a 4-piece molecular cluster, C42H55BrFN7O8P overall at a distorted geometry.

Calculated values
- LUMO (eV) = -2.87
- HOMO (eV) = -10.98
- E (a.u.) = -5633.29463

```
! RIJCOSX wB97M-V def2-TZVPD def2/J DEFGRID3
* xyz 1 1
H 1.308 -0.954 -3.241
H -7.466 6.876 -6.767
H 3.114 -0.263 -1.208
H -3.141 -5.742 7.004
H -1.861 -1.660 -1.579
C 0.783 -3.368 -0.028
H 5.945 -0.572 5.261
C 0.855 -2.600 -1.347
C 1.370 1.035 -2.654
C -5.830 -3.322 5.654
C -6.509 3.203 -6.050
H -7.141 -5.018 5.679
F -0.295 -1.487 -4.951
N 1.056 3.378 3.293
C 0.235 -2.289 2.257
H 0.129 -2.781 5.596
H 1.713 -2.993 4.868
H -4.310 -1.814 5.748
O 2.137 -4.731 -2.476
H -8.554 5.648 -4.920
O -1.436 -4.034 7.115
C 1.038 -1.047 -1.140
N -4.870 3.253 -7.887
H 2.387 -0.350 1.633
H 0.746 -4.438 -0.203
C -6.236 5.224 -7.346
C 6.676 0.716 3.705
H 4.030 1.166 1.504
C -5.174 -5.528 6.362
H 2.532 -2.612 -3.428
H 0.274 -0.784 -0.405
H 2.840 -1.567 -0.096
H 1.603 2.840 0.867
O -2.034 -2.052 6.530
H -0.243 -1.318 2.410
C 7.129 1.043 6.023
C 2.234 0.250 0.741
O 5.343 -1.008 2.960
H 1.325 4.337 3.105
H 1.739 -3.212 0.479
H 8.598 3.446 4.138
C -7.808 5.156 -5.531
N -0.677 -0.403 -2.891
H -1.026 -3.326 3.677
N -2.255 -3.235 6.707
H -2.232 2.191 -4.646
C 0.783 -0.357 -2.500
C -6.142 -4.656 5.879
C 7.871 2.174 5.706
C -7.196 5.848 -6.567
H 1.236 0.684 0.797
C 2.146 1.290 -3.768
C 2.511 3.479 -2.920
C 2.116 2.449 2.873
H -5.757 5.761 -8.152
C -2.128 0.027 -4.975
H 1.559 3.856 -1.063
C -2.234 1.469 -5.459
O 6.177 0.319 1.490
C 1.714 3.122 -1.845
H -5.418 -6.566 6.537
C 2.389 -0.665 -0.499
H 0.520 -4.131 3.291
H 0.848 -1.488 4.621
P 2.370 -3.295 -2.195
H 1.302 -2.078 2.179
Br -1.480 -4.346 -1.836
H 0.090 -3.192 -3.297
O -4.605 2.088 -7.639
C 2.529 2.644 1.412
H -7.947 3.297 -4.469
H 2.319 0.535 -4.524
O -1.804 1.091 -0.187
C -0.310 -2.867 -2.343
H 3.616 1.709 -0.174
C 0.033 -3.172 3.479
C -5.903 3.910 -7.073
H -1.380 1.685 -6.102
H -2.010 -2.044 -3.257
H 1.703 1.456 3.043
C -1.300 -1.702 -2.512
C 2.725 2.543 -3.919
O -4.335 3.904 -8.756
H -0.956 -3.737 1.251
H -2.940 -0.280 -4.318
H -0.085 0.476 -4.762
H 7.532 2.137 2.340
H 2.970 4.451 -3.010
H 0.211 3.215 2.757
H -0.965 -2.152 0.497
H -6.243 2.174 -5.855
H -6.584 -2.645 5.276
C -0.743 -0.319 -4.422
C -3.895 -5.067 6.627
C 0.724 -2.567 4.716
C 3.244 1.419 0.806
H 3.326 2.763 -4.789
N -1.403 0.758 -2.498
C 8.018 2.567 4.382
N 1.154 1.923 -1.678
H -3.145 1.585 -6.039
C -7.467 3.834 -5.275
H 7.019 0.738 7.054
C 7.419 1.834 3.370
H 2.948 2.600 3.561
C 6.525 0.306 5.018
C -3.605 -3.733 6.405
C -4.554 -2.852 5.918
H 3.127 3.552 1.303
H -2.214 -0.600 -5.862
H 8.337 2.751 6.494
C -0.320 -2.909 0.947
N 6.021 -0.051 2.639
H 3.491 -3.130 -1.360
C -1.596 0.923 -1.287
*
```

***

(9)
Density functional theory data (ωB97M-V/def2-TZVPD) for C6H6O2 as an isolated structure at a distorted geometry.

Calculated values
- LUMO (eV) = 0.35
- HOMO (eV) = -8.94
- E (a.u.) = -382.48559
- energy above the lowest of the compared OMol25 structures with the same formula, charge and spin (eV) = 5.446

```
! RIJCOSX wB97M-V def2-TZVPD def2/J DEFGRID3
* xyz 0 1
O 0.852 1.057 -1.579
H -2.076 -0.083 1.500
H 2.403 0.105 0.524
H 1.145 2.131 -1.265
H -1.060 1.828 -0.314
C -0.528 1.217 0.407
C 0.315 -0.443 1.488
C -1.057 0.031 0.894
C 1.276 -0.114 0.694
C 0.359 0.349 -0.478
H 0.122 2.043 0.920
C -0.525 -0.830 -0.310
O -0.848 -1.858 -0.909
H 0.397 -0.877 2.365
*
```

***

(10)
Density functional theory data (ωB97M-V/def2-TZVPD) for C36H43FN3NdP2Si2 as an isolated structure at a distorted geometry.

Calculated values
- LUMO (spin up / spin down) (eV) = -0.49 / -0.50
- HOMO (spin up / spin down) (eV) = -6.78 / -6.81
- E (a.u.) = -3485.02218
- energy above the lowest of the compared OMol25 structures with the same formula, charge and spin (eV) = 0.000

```
! RIJCOSX wB97M-V def2-TZVPD def2/J DEFGRID3
* xyz 0 4
C 16.116 15.690 11.541
C 15.407 10.384 6.776
Si 10.059 9.972 6.935
H 6.578 12.098 12.826
H 8.564 8.818 8.517
H 17.310 10.878 13.280
C 9.772 11.401 10.773
H 12.017 8.652 5.999
C 8.685 16.143 8.548
H 16.107 12.868 4.833
C 15.147 11.367 10.731
H 8.565 7.936 6.942
H 18.182 12.288 6.897
H 17.162 8.510 12.357
H 16.184 12.705 12.124
C 12.419 12.199 10.087
H 12.469 16.609 8.299
C 11.580 9.117 11.642
C 15.618 14.786 10.611
C 12.132 6.794 11.296
H 15.703 8.079 10.394
C 10.567 17.608 8.447
H 8.254 10.655 5.374
H 11.106 9.848 12.296
C 9.190 17.433 8.659
C 7.629 10.638 11.554
H 16.062 9.745 7.407
H 9.437 11.970 5.584
H 11.914 7.765 13.243
H 14.612 9.864 9.267
H 11.688 10.258 5.221
H 14.372 10.020 6.921
H 17.072 16.132 11.291
Si 15.671 12.220 7.204
H 9.023 9.437 10.499
P 14.016 12.575 9.944
H 8.452 13.625 12.903
C 17.460 12.473 7.757
H 15.835 16.690 13.420
N 14.436 12.763 8.373
C 11.376 16.468 8.318
H 13.687 15.522 13.893
N 10.907 15.209 8.212
H 12.373 5.780 11.646
C 7.467 11.822 12.267
C 11.868 7.854 12.159
C 8.893 11.175 6.115
H 17.616 13.456 8.142
H 14.343 12.763 5.108
C 11.797 9.403 10.289
C 14.267 15.251 13.032
Nd 12.100 12.970 7.505
H 9.064 14.056 8.133
C 14.442 14.055 10.881
H 12.816 13.870 12.382
N 10.868 10.982 8.146
C 9.610 12.627 11.449
H 9.895 7.698 8.179
C 12.242 7.053 9.934
H 10.333 13.426 11.272
H 12.348 6.235 9.252
H 16.167 14.684 9.672
H 12.127 8.490 8.344
C 11.226 9.309 5.620
C 15.868 9.096 10.781
H 6.866 9.867 11.477
C 15.455 15.941 12.741
P 11.236 11.024 9.725
H 10.683 8.708 4.861
H 15.676 10.248 5.710
C 16.631 9.339 11.886
C 15.164 10.124 10.142
H 7.633 15.964 8.734
C 8.524 12.767 12.264
C 15.301 13.138 5.533
C 12.109 8.324 9.444
C 9.510 15.073 8.292
H 8.253 11.631 6.836
H 8.535 18.278 8.920
H 15.270 14.230 5.575
H 11.032 18.604 8.370
C 8.811 10.432 10.884
C 16.740 10.641 12.355
H 17.641 11.784 8.597
C 9.205 8.436 7.742
F 11.875 12.385 5.366
C 16.044 11.676 11.770
C 13.776 14.346 12.115
*
```